Formula: C32H46BClF4OP4Pb
Source: OMol25
Level of theory: wB97M-V/def2-TZVPD

Properties
**ΔE to the lowest compared entry with this formula, charge and spin**: 0.0 kcal/mol

ORCA input file:
```
! RIJCOSX wB97M-V def2-TZVPD def2/J DEFGRID3
* xyz 2 1
P 1.248 0.997 -2.177
C 2.939 1.473 -2.379
C 3.664 0.822 -3.381
H 3.195 0.000 -3.928
C 4.950 1.269 -3.657
H 5.501 0.784 -4.459
C 5.480 2.329 -2.908
H 6.484 2.674 -3.134
C 4.754 2.953 -1.883
H 5.173 3.779 -1.309
C 3.461 2.515 -1.600
H 2.853 2.966 -0.810
C 0.932 -0.625 -2.890
C 1.625 -1.749 -2.401
H 2.332 -1.637 -1.574
C 1.415 -3.004 -2.980
H 1.951 -3.869 -2.596
C 0.529 -3.130 -4.059
H 0.374 -4.096 -4.520
C -0.160 -2.014 -4.550
H -0.842 -2.098 -5.388
C 0.025 -0.763 -3.957
H -0.508 0.113 -4.329
C 0.179 2.268 -2.841
C 0.596 2.834 -4.055
H 1.512 2.455 -4.520
C -0.143 3.862 -4.629
H 0.199 4.291 -5.564
C -1.299 4.324 -3.982
H -1.873 5.126 -4.436
C -1.717 3.771 -2.768
H -2.617 4.117 -2.263
C -0.975 2.739 -2.187
H -1.304 2.285 -1.250
Pb 0.189 0.165 2.422
C -1.747 -1.248 2.034
C -1.919 -1.451 0.712
H -2.333 -1.710 2.821
C -0.934 -0.817 -0.344
O -1.789 -0.164 -1.308
H -1.226 0.306 -1.956
C 0.104 0.120 0.117
H -0.376 -1.657 -0.825
C 1.051 0.892 -0.397
Cl 2.354 1.775 2.707
P -1.499 2.144 2.896
P 1.686 -2.012 2.604
C -0.863 2.982 4.358
H 0.190 3.263 4.179
H -0.896 2.313 5.235
H -1.516 3.859 4.503
C -1.438 3.251 1.478
H -2.054 2.847 0.656
H -0.394 3.344 1.127
H -1.824 4.220 1.840
C -3.184 1.581 3.197
H -3.183 0.861 4.036
H -3.577 1.086 2.291
H -3.763 2.489 3.445
C 2.367 -2.071 4.268
H 1.604 -2.439 4.976
H 2.631 -1.049 4.593
H 3.257 -2.723 4.220
C 0.779 -3.533 2.265
H 0.359 -3.504 1.242
H -0.062 -3.625 2.978
H 1.496 -4.367 2.380
C 3.008 -1.792 1.397
H 3.298 -0.725 1.375
H 2.655 -2.094 0.395
H 3.842 -2.424 1.748
P -3.267 -2.507 0.077
C -3.832 -3.432 1.496
C -2.542 -3.547 -1.178
H -4.233 -2.749 2.262
H -3.012 -4.025 1.930
H -4.624 -4.102 1.131
H -2.216 -2.936 -2.036
H -3.332 -4.252 -1.484
H -1.685 -4.105 -0.768
C -4.565 -1.495 -0.605
H -4.884 -0.742 0.132
H -5.398 -2.180 -0.833
H -4.187 -0.996 -1.511
H 1.738 1.437 0.276
F -0.070 -0.139 4.748
B -0.029 -0.041 6.211
F -1.304 0.351 6.603
F 0.312 -1.305 6.664
F 0.905 0.909 6.581
*
```



Formula: C32H46N6O2P2S2Se3V
Source: OMol25
Level of theory: wB97M-V/def2-TZVPD

Properties
**ΔE to the lowest compared entry with this formula, charge and spin**: 0.0 kcal/mol

ORCA input file:
```
! RIJCOSX wB97M-V def2-TZVPD def2/J DEFGRID3
* xyz -1 1
V -0.482 0.039 -0.943
O -1.860 -2.349 -3.557
C -1.520 -1.888 -4.834
C -0.180 -1.139 -4.963
C 0.232 -1.368 -6.436
O 1.387 -0.657 -6.859
C 0.932 -1.747 -4.109
Se 1.341 -1.096 -2.291
C -0.330 0.369 -4.760
Se -1.252 1.024 -3.139
H -1.906 -1.606 -2.934
H -2.309 -1.253 -5.266
H -1.462 -2.789 -5.456
H -0.625 -1.119 -7.077
H 0.465 -2.425 -6.584
H 1.212 0.284 -6.757
H 1.882 -1.559 -4.613
H 0.812 -2.825 -4.008
H -0.940 0.767 -5.578
H 0.651 0.848 -4.831
C 3.186 1.029 -0.288
P 1.505 1.743 -0.478
C 1.229 2.503 1.182
N 1.763 3.658 1.470
C 1.421 4.231 2.658
C 1.955 5.491 3.000
C 1.583 6.090 4.172
C 0.671 5.458 5.043
C 0.149 4.232 4.735
C 0.521 3.594 3.534
N 0.016 2.365 3.242
C 0.360 1.829 2.102
P -0.255 0.152 1.674
C -1.859 0.162 2.538
C 0.759 -0.938 2.832
C 0.021 -2.276 2.927
C 2.147 -1.161 2.239
C 0.922 -0.367 4.243
C 1.866 3.189 -1.617
C 3.125 3.992 -1.267
C 0.649 4.116 -1.658
C 2.088 2.579 -3.011
H 3.825 1.669 0.321
H 3.629 0.904 -1.275
H 3.114 0.044 0.158
H 2.646 5.955 2.309
H 1.983 7.061 4.437
H 0.382 5.956 5.960
H -0.553 3.722 5.383
H -1.731 0.361 3.600
H -2.343 -0.799 2.376
H -2.477 0.939 2.098
H -0.226 -2.687 1.950
H -0.902 -2.183 3.504
H 0.662 -2.995 3.447
H 2.082 -1.579 1.233
H 2.701 -1.865 2.870
H 2.716 -0.227 2.220
H -0.032 -0.120 4.710
H 1.545 0.527 4.255
H 1.412 -1.126 4.863
H 3.016 4.536 -0.334
H 3.297 4.709 -2.076
H 4.012 3.359 -1.204
H 0.411 4.514 -0.670
H -0.229 3.600 -2.045
H 0.872 4.961 -2.317
H 3.041 2.049 -3.072
H 2.109 3.388 -3.747
H 1.278 1.905 -3.274
S -1.825 2.048 -0.307
C -3.440 1.415 -0.247
C -4.488 2.372 -0.067
N -5.316 3.160 0.069
C -3.721 0.087 -0.301
S -2.505 -1.148 -0.517
C -5.062 -0.380 -0.151
N -6.125 -0.801 -0.001
C -3.723 -4.387 0.739
N -2.559 -5.078 1.266
C -2.612 -6.120 2.175
C -1.337 -6.510 2.380
N -0.555 -5.691 1.584
C 0.891 -5.741 1.514
C -1.290 -4.781 0.891
Se 0.289 -2.581 -0.851
H -4.315 -5.056 0.113
H -3.372 -3.547 0.146
H -4.345 -4.011 1.551
H -3.536 -6.493 2.584
H -0.931 -7.286 3.007
H 1.230 -6.741 1.239
H 1.338 -5.466 2.471
H 1.208 -5.026 0.757
*
```



Formula: C32H47BMoN9S
Source: OMol25
Level of theory: wB97M-V/def2-TZVPD

ORCA input file:
```
! RIJCOSX wB97M-V def2-TZVPD def2/J DEFGRID3
* xyz 3 1
Mo 0.276 -0.255 -0.038
C -4.790 -0.695 0.303
C -3.387 -0.758 0.910
C -3.443 -0.958 2.431
C -2.555 -1.831 0.308
C -2.917 -3.151 0.163
C -1.771 -3.817 -0.252
N -0.784 -2.942 -0.376
N -1.238 -1.676 -0.078
B 0.721 -3.179 -0.484
N 1.307 -2.649 0.872
C 2.000 -3.358 1.754
C 2.120 -2.643 2.930
C 1.449 -1.447 2.738
N 0.944 -1.450 1.465
C 1.332 -0.408 3.829
C 0.640 -1.042 5.047
C 0.658 0.912 3.498
N 1.222 -2.361 -1.683
C 1.952 -2.724 -2.730
C 2.131 -1.629 -3.567
C 1.458 -0.584 -2.967
N 0.887 -1.043 -1.812
C 1.301 0.832 -3.410
C 0.858 0.904 -4.877
C 0.299 1.532 -2.521
H -5.317 0.185 0.670
H -5.374 -1.569 0.594
H -4.767 -0.651 -0.784
H -2.881 0.182 0.714
H -3.943 -1.894 2.678
H -4.007 -0.150 2.897
H -2.444 -0.984 2.876
H -3.881 -3.585 0.365
H -1.598 -4.865 -0.441
H 1.007 -4.323 -0.615
H 2.350 -4.345 1.498
H 2.618 -2.958 3.831
H 2.367 -0.191 4.112
H -0.388 -1.318 4.805
H 0.616 -0.326 5.867
H 1.157 -1.932 5.397
H -0.424 0.791 3.386
H 1.084 1.398 2.617
H 0.798 1.596 4.335
H 2.292 -3.743 -2.829
H 2.656 -1.611 -4.506
H 2.282 1.313 -3.322
H -0.106 0.412 -5.012
H 1.583 0.428 -5.534
H 0.762 1.944 -5.186
H -0.684 1.071 -2.605
H 0.165 2.586 -2.767
H 0.651 1.553 -1.463
C 5.115 -2.707 0.044
C 5.412 -1.303 -0.474
C 4.345 -0.319 -0.113
N 3.087 -0.540 -0.212
N 2.298 0.552 0.141
C 3.040 1.599 0.520
N 2.569 2.774 0.913
S 4.730 1.285 0.455
H 5.914 -3.385 -0.247
H 4.180 -3.084 -0.371
H 5.044 -2.715 1.132
H 5.492 -1.307 -1.565
H 6.372 -0.946 -0.100
H 1.586 2.975 0.877
H 3.194 3.531 1.148
C -0.566 3.527 0.638
C -1.598 2.420 0.331
C -2.656 2.527 1.462
C -0.826 1.123 0.433
C -2.262 2.620 -1.031
C -2.887 1.564 -1.692
C -3.550 1.762 -2.893
C -3.605 3.031 -3.454
C -2.992 4.090 -2.804
C -2.326 3.888 -1.601
H -0.077 3.334 1.596
H -1.093 4.471 0.762
H 0.145 3.657 -0.181
H -2.218 2.348 2.446
H -3.506 1.871 1.312
H -3.038 3.547 1.442
H -0.655 0.699 1.474
H -2.845 0.561 -1.291
H -4.030 0.928 -3.387
H -4.129 3.194 -4.386
H -3.038 5.085 -3.225
H -1.874 4.746 -1.123
*
```



Gap between HOMO and LUMO (eV)
7.355 5.631 5.164